The following is a quantum chemistry calculation of a molecular structure, C39H37AsEuFPSSe2 in a non-equilibrium geometry, from the OMol25 dataset.

Computed properties:
**Gap between HOMO and LUMO (spin up / spin down)**: 3.3 / 3.5 eV
**Net charge**: -2
**Highest occupied orbital energy (spin up / spin down)**: 0.91 / 0.79 eV
**2S+1**: 8
**Lowest unoccupied orbital energy (spin up / spin down)**: 0.15630 / 0.15626 Ha
**Energy relative to the best compared isomer or geometry (same formula, charge and spin)**: 103.1 kcal/mol

Last column: Mulliken spin population.
CARTESIAN COORDINATES (ANGSTROEM)
Eu: 0.126923 0.278765 -0.860065  6.9581
C: -1.616783 -3.295943 0.356657  -0.0059
C: -0.348003 -2.933596 -0.333242  -0.0032
C: 0.806943 -2.668678 0.387080  0.0308
C: 1.985934 -2.314536 -0.250767  0.0048
C: 3.220955 -2.011540 0.523456  -0.0030
C: 1.989085 -2.207355 -1.632629  0.0330
C: 0.851763 -2.471425 -2.378908  -0.0208
C: 0.872778 -2.339220 -3.860580  -0.0057
C: -0.312744 -2.821965 -1.714410  0.0085
H: -1.414468 -3.868638 1.260184  -0.0004
H: -2.256314 -3.904947 -0.285700  -0.0016
H: -2.177065 -2.404984 0.643535  -0.0007
H: 0.784161 -2.737234 1.459657  0.0013
H: 3.266663 -0.952173 0.780775  -0.0004
H: 4.114608 -2.253411 -0.054908  0.0001
H: 3.262881 -2.589612 1.447413  -0.0003
H: 2.891387 -1.905667 -2.135003  0.0053
H: 0.146599 -3.008471 -4.323585  0.0002
H: 1.855268 -2.589963 -4.261821  -0.0005
H: 0.632775 -1.318281 -4.159037  0.0018
H: -1.207263 -3.009008 -2.282935  0.0082
S: -1.472556 2.403387 -1.221352  -0.0231
C: -3.244416 2.196960 -1.057328  0.0051
C: -4.069229 3.289999 -1.350156  0.0011
C: -5.455123 3.175047 -1.244022  0.0002
C: -6.024745 1.966227 -0.846626  0.0011
C: -5.211296 0.869420 -0.551917  -0.0039
C: -3.809746 0.969311 -0.648306  -0.0053
As: -2.636508 -0.572368 -0.238838  0.0173
C: -4.021663 -1.885121 0.228847  -0.0054
C: -4.513923 -2.708956 -0.792181  0.0021
C: -5.512527 -3.649435 -0.523114  0.0002
C: -6.028933 -3.771108 0.769457  0.0001
C: -5.547192 -2.951416 1.793382  0.0002
C: -4.547366 -2.010063 1.527722  0.0037
C: -2.108895 -0.065964 1.587331  -0.0229
C: -1.356249 -0.988482 2.328821  0.0155
C: -0.952280 -0.688728 3.632798  -0.0121
C: -1.296891 0.537025 4.206524  0.0015
C: -2.045743 1.462974 3.476391  0.0018
C: -2.451627 1.166224 2.171741  0.0322
H: -3.635930 4.231793 -1.662634  0.0004
H: -6.088194 4.022855 -1.472132  0.0001
H: -7.100584 1.877598 -0.766646  0.0000
H: -5.693748 -0.045274 -0.248860  -0.0002
H: -4.122958 -2.618464 -1.797774  -0.0007
H: -5.887543 -4.281867 -1.317368  0.0001
H: -6.804007 -4.497811 0.976906  0.0001
H: -5.951579 -3.043417 2.793477  0.0001
H: -4.202814 -1.383627 2.336183  -0.0001
H: -1.085057 -1.942301 1.894156  -0.0053
H: -0.372645 -1.406841 4.198319  0.0006
H: -0.984250 0.769311 5.216216  0.0005
H: -2.313282 2.412309 3.922325  0.0006
H: -3.030050 1.902578 1.638247  -0.0013
Se: 2.661409 0.367074 0.544343  0.0078
P: 3.477178 1.813853 -0.388437  0.0068
Se: 1.946115 2.227238 -1.689827  -0.0076
C: 3.539685 3.193009 0.840898  0.0002
C: 4.726389 3.876567 1.152109  0.0003
C: 4.720761 4.918009 2.086347  0.0003
C: 3.532945 5.286942 2.718986  -0.0002
C: 2.347036 4.615701 2.417931  0.0013
C: 2.350554 3.575736 1.484380  0.0095
C: 4.836688 1.035475 -1.370143  -0.0020
C: 6.167712 1.478672 -1.303877  0.0019
C: 7.160135 0.859194 -2.071141  -0.0007
C: 6.833979 -0.207285 -2.911374  0.0014
C: 5.515548 -0.655216 -2.986668  -0.0024
C: 4.522587 -0.037765 -2.221140  -0.0082
H: 5.658858 3.628140 0.690455  0.0001
H: 5.640367 5.439402 2.319933  0.0000
H: 3.531069 6.092922 3.441854  0.0000
H: 1.424729 4.901016 2.906899  -0.0001
H: 1.421228 3.066319 1.262413  -0.0146
H: 6.461291 2.291837 -0.674511  0.0003
H: 8.183419 1.207077 -2.013608  -0.0001
H: 7.604516 -0.684506 -3.504313  0.0002
H: 5.261146 -1.481337 -3.638056  -0.0001
H: 3.504195 -0.398323 -2.292423  0.0143
F: -0.552726 0.717941 -2.899054  -0.0034
H: -0.373352 1.458416 0.813270  -0.0186

Forces on the atoms, in the same order (eV/Å):
Eu 0.066 -1.418 -0.159
C 0.248 -0.923 -0.072
C 0.110 -0.007 0.001
C -0.178 -0.040 -0.065
C 0.903 -0.224 0.467
C 0.361 -5.177 -0.172
C -0.222 -0.146 -0.195
C -0.024 0.078 0.044
C 0.020 -0.042 -0.487
C 0.037 -0.143 -0.156
H -0.011 -0.094 0.164
H 0.019 0.127 0.025
H 0.526 -1.359 0.053
H 0.125 -0.092 0.328
H 2.437 -3.994 0.968
H 0.107 0.120 -0.101
H -0.059 -0.248 0.172
H 0.044 -0.404 -0.055
H -0.065 0.021 -0.020
H 0.089 0.006 -0.010
H -0.115 0.166 0.081
H -0.255 -0.042 -0.158
S -3.514 1.480 0.392
C 3.204 0.063 -0.265
C -1.663 0.148 0.063
C 0.935 -0.103 0.002
C -0.134 -0.297 0.062
C 0.516 0.657 -0.206
C -1.250 -0.520 0.208
As -1.305 2.347 -0.450
C -1.192 0.259 0.263
C -0.442 -0.042 0.608
C 0.196 0.322 0.344
C 0.271 0.227 -0.059
C 0.239 -0.010 -0.570
C -0.471 -0.480 -0.585
C 0.023 -0.085 0.667
C -0.268 0.461 0.494
C -0.265 0.491 -0.216
C 0.091 -0.225 -0.395
C -0.196 -0.652 -0.512
C 0.003 -0.438 0.801
H 0.176 -0.124 0.022
H -0.063 0.105 -0.028
H -0.090 -0.061 0.021
H 0.015 -0.233 0.089
H 0.062 0.062 -0.051
H -0.022 -0.027 -0.041
H -0.033 -0.037 0.000
H -0.009 0.015 0.041
H 0.178 0.160 -0.044
H 0.074 0.569 0.540
H 0.070 -0.047 0.022
H 0.046 0.008 0.065
H 0.016 0.058 -0.050
H 0.026 -0.011 -0.306
Se -4.388 2.204 4.651
P 0.950 4.022 -2.190
Se -0.444 2.680 -3.395
C 2.016 0.878 -0.123
C -0.867 0.358 0.546
C -0.454 -0.128 0.060
C 0.228 -0.220 -0.257
C 0.606 -0.366 -0.456
C 0.089 0.101 0.009
C 1.542 1.106 0.277
C -0.147 -0.877 -0.695
C -0.434 -0.338 -0.150
C 0.038 0.317 0.270
C -0.130 0.570 0.558
C 0.374 0.138 -0.088
H 0.329 -0.189 -0.272
H 0.060 0.015 0.001
H 0.023 0.048 0.028
H -0.060 -0.089 -0.068
H -0.212 -0.281 -0.141
H -0.035 0.355 0.300
H 0.046 0.026 0.009
H 0.023 -0.004 -0.012
H -0.075 -0.014 -0.003
H 0.177 0.578 0.062
F 0.554 -1.184 -1.410
H 0.808 0.090 0.913